This record from the Open Molecules 2025 dataset describes CHF3O2S in the gas phase. The level of theory is ωB97M-V with the def2-TZVPD basis set.

```
8
Properties=species:S:1:pos:R:3:forces:R:3
O 0.326 -0.633 0.060 1.07 -0.41 0.84
S -0.645 -0.423 -0.940 -2.82 3.46 0.65
O -0.501 -0.886 -2.279 -0.50 -0.41 0.00
C -1.008 1.683 -1.058 1.41 -3.32 0.53
F -0.313 2.187 -2.058 -0.43 0.19 0.17
F -0.552 2.170 0.112 -1.02 0.09 -0.98
F -2.318 1.805 -1.246 0.56 0.57 0.41
H -1.953 -0.653 -0.223 1.72 -0.16 -1.63
```
Positions in Å, forces in eV/Å.

Calculated values
SMILES ... O=[SH](=O)C(F)(F)F
E_tot ... -24133.6750 eV
Energy relative to the best compared isomer or geometry (same formula, charge and spin) ... 42.8 kcal per mole
HOMO energy ... -0.4040 Eh

---

This record from the Open Molecules 2025 dataset describes 2 unconnected molecules or ions with the total composition CHF4P. The level of theory is ωB97M-V with the def2-TZVPD basis set.

```
7
Properties=species:S:1:pos:R:3:forces:R:3
C 1.800 0.620 -0.030 1.20 0.27 0.36
F 2.407 -0.507 0.439 -0.95 1.35 -1.14
F 2.697 1.616 -0.162 -0.63 -0.97 0.29
F 1.134 0.500 -1.162 0.35 -0.67 0.50
F -2.685 0.406 -0.261 -0.25 -0.17 -0.76
P -2.500 -0.678 0.880 0.31 -0.50 1.24
H -2.852 -1.958 0.296 -0.05 0.68 -0.48
```
Positions in Å, forces in eV/Å.

Calculated values
E_tot ... -21208.9178 eV
Energy relative to the best compared isomer or geometry (same formula, charge and spin) ... 69.2 kcal per mole
HOMO energy (alpha / beta) ... -0.3217 / -0.3785 Eh

---

This record from the Open Molecules 2025 dataset describes 2 unconnected molecules or ions with the total composition CHF5N2. The level of theory is ωB97M-V with the def2-TZVPD basis set.

```
9
Properties=species:S:1:pos:R:3:forces:R:3
N -2.012 -1.368 0.174 -0.46 -1.19 2.35
C -1.238 -0.682 -0.461 0.75 -0.64 -3.16
F 0.065 -0.777 -0.847 -0.91 -0.72 1.38
F -1.717 0.164 -1.372 -0.23 0.71 0.49
H -1.869 -2.135 0.875 0.58 1.40 -1.33
F 1.299 0.314 1.272 1.08 0.76 0.21
N 1.432 1.096 0.131 -3.08 -0.39 -1.51
F 1.383 2.368 0.519 -0.27 1.13 1.48
F 2.657 1.021 -0.291 2.53 -1.06 0.07
```
Positions in Å, forces in eV/Å.

Calculated values
SMILES ... N=C(F)F.FN(F)F
E_tot ... -17614.5119 eV
Energy relative to the best compared isomer or geometry (same formula, charge and spin) ... 143.2 kcal per mole
HOMO energy ... -0.4253 Eh

---

This record from the Open Molecules 2025 dataset describes 2 unconnected molecules or ions with the total composition CHFINO2. The level of theory is ωB97M-V with the def2-TZVPD basis set.

```
7
Properties=species:S:1:pos:R:3:forces:R:3
O 0.293 -1.957 0.749 -0.12 -0.65 1.20
C 0.045 -1.363 -0.207 0.22 0.02 -0.49
N 0.015 -0.821 -1.274 -0.01 0.47 -0.92
I -1.236 0.204 -2.413 -0.12 -0.01 0.15
O 0.518 0.916 1.261 1.05 -0.59 0.29
F -0.709 1.556 1.201 -0.73 0.58 -0.21
H 1.075 1.465 0.682 -0.29 0.18 -0.02
```
Positions in Å, forces in eV/Å.

Calculated values
SMILES ... O=C=NI.OF
E_tot ... -17451.8388 eV
Energy relative to the best compared isomer or geometry (same formula, charge and spin) ... 25.9 kcal per mole
HOMO energy ... -0.3576 Eh

---

- Which value of E_tot does entry 3 give?
  -17614.5119 eV

---

- Which of these has the lowest E_tot?
  CHF3O2S

---

- Among the records above, which one has the highest energy relative to the best compared isomer or geometry (same formula, charge and spin)?
  CHF5N2